82
Properties=species:S:1:pos:R:3 method="wB97M-V/def2-TZVPD" orbital_gap_ev=9.05 smiles="O=S(=O)(F)[PH3]S.CC(N)=O.CC(N)=O.CC(N)=O.CC(N)=O.CC(N)=O.CC(N)=O.CC(N)=O.CC(N)=O"
S 1.470 -2.208 0.485
S -2.867 -2.149 0.039
P -0.690 -2.164 0.166
F 2.163 -0.635 0.283
O 1.631 -2.592 2.007
O -1.277 6.946 -0.061
O 3.388 2.399 -1.306
O -5.102 -6.779 0.499
O -0.928 -1.708 -3.485
O 5.616 2.689 2.613
O -1.791 -4.751 -1.507
O -0.732 -2.917 4.821
O 2.168 -3.317 -0.338
O 1.463 5.812 -3.772
N -3.460 6.800 0.472
N 2.584 6.550 -1.964
N -0.818 -1.167 6.235
N -3.234 -6.380 1.693
N -1.109 -1.171 -5.665
N 3.736 1.706 1.858
N 4.398 3.957 -2.581
N -2.362 -4.860 -3.682
C -0.147 -2.011 5.403
C 1.324 -1.755 5.254
C -3.422 -6.399 -2.131
C -4.561 -8.338 2.243
C -4.342 -7.115 1.401
C -2.864 -0.452 -4.149
C -2.459 -5.276 -2.390
C 1.475 6.490 -2.750
C 5.064 1.693 2.159
C -1.818 6.496 2.235
C -2.138 6.765 0.793
C -1.562 -1.162 -4.381
C 5.676 2.917 -0.796
C 0.296 7.294 -2.286
C 4.392 3.052 -1.563
C 5.784 0.401 1.901
H -3.701 6.980 -0.494
H -3.247 -2.147 1.419
H 6.451 3.587 -1.181
H -3.919 -6.727 -3.049
H -2.892 -5.261 -4.443
H 6.588 0.579 1.181
H 0.037 8.026 -3.056
H 5.200 4.517 -2.830
H 3.393 6.016 -2.256
H -4.571 -9.220 1.597
H -0.560 -2.594 -1.204
H -3.066 -5.551 1.138
H -2.580 -6.616 2.425
H 6.206 0.034 2.840
H -0.551 6.623 -2.118
H 5.492 3.162 0.253
H -1.217 5.585 2.303
H -2.704 0.363 -3.437
H -3.773 -8.462 2.991
H 3.229 2.566 2.024
H -0.845 -3.139 1.224
H 6.033 1.887 -0.877
H 3.237 0.912 1.483
H 3.544 4.065 -3.112
H -1.252 7.340 2.638
H -1.720 -4.104 -3.881
H -2.723 6.364 2.834
H -0.381 -0.407 6.735
H -4.204 6.658 1.140
H 0.509 7.827 -1.355
H 1.651 -0.902 5.855
H 1.875 -2.643 5.579
H 5.114 -0.363 1.496
H -4.183 -6.060 -1.423
H -1.811 -1.319 6.351
H -0.233 -1.644 -5.846
H -0.708 -0.716 0.411
H -1.594 -0.736 -6.435
H -2.877 -7.246 -1.707
H 1.546 -1.548 4.204
H -3.589 -1.160 -3.740
H -5.521 -8.249 2.759
H 2.642 7.094 -1.115
H -3.268 -0.033 -5.075


69
Properties=species:S:1:pos:R:3 method="wB97M-V/def2-TZVPD" s2=8.75 total_charge=+3 spin_multiplicity=6 orbital_gap_ev="10.33 / 6.35"
Fe 0.403 -0.352 0.283
O -1.349 3.502 -0.562
O -2.460 -2.203 -0.687
O 0.338 1.004 2.059
O 1.706 1.159 -0.615
N 0.831 -1.182 -1.513
N -1.284 0.606 -0.400
N -0.786 -1.528 1.504
N 2.148 -0.849 1.231
C -2.296 -3.120 0.378
C -0.743 -3.958 2.170
C 3.432 -0.872 3.368
C 2.047 -0.618 2.735
C -3.762 -2.351 -1.241
C -0.287 2.240 2.371
C -1.987 2.729 -1.553
C 1.847 2.589 -0.357
C 2.182 -0.739 -1.987
C -0.938 -2.968 1.015
C -1.691 4.898 -0.635
C 1.431 0.752 2.976
C -1.231 1.400 -1.688
C -1.913 0.597 -2.826
C 2.252 0.805 -1.870
C 2.498 -1.257 -3.386
H 1.836 1.346 -2.727
H 0.403 3.077 2.486
H -3.982 -3.372 -1.557
H 1.098 0.818 4.012
H -1.468 -3.652 2.937
H -2.462 -4.151 0.052
H -4.598 -2.096 -0.576
H -2.176 0.136 -0.598
H -0.958 2.575 1.578
H 3.324 0.987 -2.015
H -1.178 5.417 0.179
H 4.045 -1.538 2.768
H -1.632 -0.458 -2.916
H 2.821 2.920 -0.707
H 1.347 -1.410 3.007
H 0.344 -0.880 -2.370
H -1.764 0.948 -3.846
H -0.506 -1.601 2.486
H 1.715 2.744 0.710
H -1.966 3.220 -2.532
H -1.768 -1.304 1.701
H 2.472 -2.352 -3.390
H 2.909 -1.149 -1.281
H -3.035 -3.003 1.186
H 0.912 -2.182 -1.736
H 0.220 -3.851 2.671
H 1.774 -0.899 -4.122
H -1.170 5.329 -1.493
H 2.636 -1.745 1.119
H -3.872 -1.624 -2.046
H -3.062 2.596 -1.376
H 3.343 -1.146 4.417
H 1.029 3.121 -0.842
H -1.666 1.330 0.220
H -2.980 0.586 -2.586
H -0.249 1.683 -2.062
H -0.950 -5.001 1.948
H 3.003 -0.313 1.023
H -0.961 2.134 3.224
H 2.209 1.502 2.804
H 3.504 -1.058 -3.753
H 3.920 0.109 3.407
H -2.750 5.111 -0.520
H -0.100 -3.191 0.345


94
Properties=species:S:1:pos:R:3 method="wB97M-V/def2-TZVPD" orbital_gap_ev=8.69 smiles="O=S1(=O)OCCO1.O=S1(=O)OCCO1.O=S1(=O)OCCO1.C1CCOC1.NC(N)=O.NC(N)=O.NC(N)=O.NC(N)=O.NC(N)=O.NC(N)=O"
S 19.339 21.293 3.046
S 19.123 15.135 -3.415
S 14.801 15.501 2.584
O 13.566 14.793 2.670
O 18.665 21.364 4.528
O 18.106 17.019 1.421
O 18.861 13.981 -4.197
O 21.430 23.168 -0.748
O 15.728 20.487 -3.522
O 20.721 15.355 -3.254
O 20.254 22.379 2.844
O 14.941 16.179 1.126
O 13.567 16.038 -3.403
O 17.968 21.701 2.259
O 16.018 14.854 2.933
O 19.738 19.946 2.772
O 18.536 16.399 -3.770
O 18.517 21.174 -1.634
O 20.375 16.161 5.812
O 20.708 13.498 2.211
O 18.953 14.865 -1.816
O 14.736 16.885 3.417
N 19.365 16.994 3.938
N 16.575 22.317 -1.384
N 18.416 19.089 0.403
N 22.735 22.433 0.980
N 19.655 11.567 1.696
N 15.905 18.797 -5.033
N 17.578 19.147 -3.491
N 18.808 14.942 4.578
N 17.731 17.282 -0.772
N 18.460 13.532 1.737
N 21.164 21.057 0.034
N 18.587 23.293 -0.760
C 21.103 15.648 -1.916
C 18.190 17.751 0.423
C 15.545 15.000 -2.600
C 14.550 17.550 1.104
C 14.046 15.278 -4.524
C 19.675 12.946 1.841
C 17.930 22.183 -1.202
C 14.339 17.972 2.585
C 14.730 16.298 -2.580
C 19.600 16.028 4.872
C 17.158 22.523 3.096
C 20.130 14.920 -1.007
C 16.367 19.544 -3.989
C 15.148 14.387 -3.970
C 21.758 22.278 0.043
C 17.343 21.863 4.435
H 20.460 11.116 2.092
H 17.472 23.564 2.995
H 18.766 19.551 1.237
H 13.290 18.198 2.802
H 14.293 16.585 -1.628
H 21.556 20.326 0.597
H 17.655 13.029 1.418
H 18.801 16.742 3.135
H 22.854 21.702 1.654
H 19.597 23.111 -0.816
H 16.492 18.050 -5.354
H 21.162 16.703 -1.641
H 14.964 18.937 -5.347
H 18.945 14.043 5.003
H 19.803 17.883 4.058
H 13.647 17.707 0.524
H 14.845 13.350 -3.861
H 18.408 14.540 1.659
H 17.748 17.779 -1.649
H 18.352 14.921 3.692
H 18.150 18.424 -3.889
H 14.395 16.084 -5.182
H 16.111 22.469 2.805
H 15.956 14.516 -4.695
H 16.702 20.974 4.483
H 17.046 22.448 5.305
H 17.959 19.889 -2.901
H 23.248 23.285 1.080
H 18.400 19.648 -0.438
H 17.632 16.283 -0.830
H 15.145 14.298 -1.871
H 15.387 18.149 0.749
H 20.426 20.883 -0.632
H 19.958 15.480 -0.091
H 18.766 11.107 1.653
H 13.222 14.729 -4.977
H 16.112 23.175 -1.165
H 22.111 15.234 -1.884
H 16.604 15.202 -2.506
H 15.213 17.154 -3.059
H 20.434 13.895 -0.794
H 14.871 18.850 2.948
H 18.163 24.195 -0.757
H 16.240 21.673 -2.104


68
Properties=species:S:1:pos:R:3 method="wB97M-V/def2-TZVPD" orbital_gap_ev=9.82 smiles=CC(C)O.CC(C)O.CC(C)O.CC(C)O.OCCO.OCCO
O 0.657 -1.618 3.994
O 0.736 -4.932 5.661
O -2.085 -2.106 1.590
O 2.630 -0.046 -2.930
O 2.860 3.772 -0.662
O 1.803 1.060 -0.445
O -4.333 1.817 1.153
O 0.685 -1.843 1.376
C 2.249 -1.008 -3.739
C -3.615 -3.905 0.985
C -2.369 -3.062 0.587
C 1.844 4.584 -1.164
C -2.052 2.299 1.728
C 0.088 -3.719 5.271
C 0.751 -1.315 -3.224
C -2.602 -2.319 -0.765
C 1.209 -2.890 4.354
C 0.975 0.296 0.281
C 2.333 -0.799 -5.220
C 2.329 5.997 -1.393
C 1.622 -1.026 0.650
C -3.081 1.898 0.636
C -2.961 2.982 -0.534
C 1.376 4.008 -2.420
H 0.803 3.028 -2.356
H -1.874 3.184 -1.107
H -3.152 3.865 -0.148
H 0.463 -1.130 4.798
H 0.682 0.927 1.163
H -0.037 -3.084 6.174
H -1.751 -1.780 -1.152
H 0.155 0.044 -0.266
H 2.091 -3.128 5.028
H -1.234 -1.993 1.489
H 2.064 0.583 -1.282
H 2.240 4.092 -3.179
H 0.961 -1.637 -2.246
H 3.330 -0.392 -5.490
H -2.668 0.936 0.208
H -3.527 -4.293 1.894
H 1.139 4.652 -0.209
H 2.238 -1.825 -5.733
H -3.727 -4.636 0.254
H -4.700 -3.388 0.831
H 2.963 -1.763 -3.485
H 1.614 -4.760 6.251
H -3.568 2.806 -1.335
H -2.847 -3.257 -1.606
H -2.122 1.463 2.395
H 3.072 5.905 -2.310
H 3.612 -0.020 -3.214
H 0.863 -1.853 2.251
H 0.027 -0.707 -3.192
H 2.419 2.956 -0.539
H -3.494 -1.784 -0.554
H -2.501 3.083 2.344
H 1.787 -0.147 -5.549
H 2.892 6.439 -0.526
H 2.351 -0.945 1.325
H 1.638 6.760 -1.480
H -0.656 -3.725 4.578
H -4.395 0.889 1.361
H 1.939 -1.717 -0.131
H 1.570 -3.186 3.469
H 0.326 -2.298 -3.729
H -1.068 2.612 1.361
H -1.592 -3.734 0.612
H 0.642 4.840 -2.727


91
Properties=species:S:1:pos:R:3 method="wB97M-V/def2-TZVPD" orbital_gap_ev=7.45 smiles="CCP(CC)[N@@H+]1[C@@H]([PH2]=S)C[C@H](N)[C@](F)(S)[C@@]1(C(=O)[O-])P(O)Br.NC(N)=O.NC(N)=O.NC(N)=O.NC(N)=O.NC(N)=O.NC(N)=O"
Br -1.192 -4.127 -1.504
S -4.067 3.046 -0.295
S -6.230 -2.463 -1.076
P -2.552 -2.330 -1.928
P -0.863 -1.199 0.584
P -2.592 2.116 0.560
F -4.731 -0.323 -2.126
O -3.826 -2.760 2.125
O 5.439 -0.016 -6.418
O 2.805 1.515 -10.039
O 3.561 -0.085 -2.578
O -1.095 0.727 5.325
O -3.686 -2.945 -3.096
O -3.945 -4.357 0.371
O 2.969 -1.466 3.425
O 1.935 2.965 6.537
N 5.460 -0.213 -3.783
N 2.370 1.567 -7.829
N 1.381 5.026 5.815
N 5.495 0.662 -1.696
N 0.697 1.199 -9.308
N -1.530 0.778 7.536
N -3.203 0.411 6.056
N 2.848 -3.051 5.021
N -2.488 -0.629 0.191
N 5.698 1.126 -8.343
N -6.894 -0.675 0.781
N -0.121 3.337 5.695
N 5.475 2.236 -6.383
N 4.215 -3.334 3.239
C 2.008 1.432 -9.117
C 1.117 3.727 6.047
C 5.532 1.047 -7.010
C 4.762 0.109 -2.679
C -5.604 -0.052 0.206
C -3.722 -2.926 0.775
C -1.892 0.644 6.247
C 3.322 -2.548 3.867
C -4.649 0.279 1.485
C -4.896 -1.111 -0.846
C -0.662 -2.280 2.091
C 1.190 -0.473 -1.268
C -3.454 -1.728 -0.303
C -3.050 0.328 1.196
C -0.998 -1.631 3.556
C 0.541 -0.004 0.201
H -0.360 2.367 5.853
H -0.808 3.950 5.290
H -7.729 -0.244 0.281
H 2.174 -2.491 5.525
H 2.302 5.361 6.065
H -0.806 -2.459 4.393
H -3.874 0.340 6.802
H 4.596 -2.993 2.367
H -0.552 0.955 7.723
H -6.472 -2.586 -2.483
H 4.517 -4.228 3.587
H 5.549 3.122 -6.853
H 0.720 5.669 5.412
H -1.967 2.902 1.623
H 6.449 -0.061 -3.885
H -4.961 1.367 1.866
H 0.310 1.140 0.257
H -4.942 -0.430 2.401
H 3.348 1.743 -7.641
H 1.694 0.408 -1.849
H -2.171 0.713 8.308
H -2.358 -0.052 -0.699
H 0.026 1.128 -8.562
H 3.126 -3.940 5.401
H 4.946 -0.632 -4.547
H -7.029 -0.401 1.778
H 0.480 -2.628 2.148
H 0.383 1.092 -10.264
H -1.270 -3.307 2.040
H -5.981 0.894 -0.400
H 5.350 2.222 -5.379
H 0.275 -0.966 -1.853
H -2.521 0.288 2.266
H 5.008 0.919 -0.847
H 1.918 -1.370 -1.017
H -0.360 -0.669 3.823
H 5.777 1.993 -8.848
H 6.485 0.830 -1.760
H -3.794 -3.934 -2.974
H 1.414 -0.198 0.991
H -1.564 1.967 -0.481
H 5.746 0.254 -8.853
H -2.164 -1.388 3.643
H 1.729 1.502 -7.056
H -3.517 0.304 5.100


74
Properties=species:S:1:pos:R:3 method="wB97M-V/def2-TZVPD" orbital_gap_ev=9.50 smiles="CCN(CC[C@H](Br)O[C@H](CCCCCOC)[C@@H](N)OC)C(C)=O.O.O.O.O.O.O"
Br -1.979 -3.263 2.880
O 1.267 4.680 4.700
O 4.538 3.201 -2.883
O 4.211 -5.717 -2.712
O -1.007 -0.999 1.552
O -5.804 -3.883 1.837
O 1.203 5.479 1.814
O 1.152 4.589 -1.601
O -3.716 -0.684 2.046
O 2.837 -3.176 -1.658
O -3.809 -3.928 -0.672
N -4.209 -0.497 -0.231
N 1.994 -1.697 -0.130
C -1.950 -1.006 0.466
C 0.305 3.433 -1.569
C 2.959 -0.042 1.468
C -1.360 -0.597 -0.879
C -0.449 1.602 0.136
C 1.763 4.698 -2.885
C -5.023 -0.200 2.322
C 0.297 2.939 -0.140
C 3.237 -1.000 0.293
C -1.042 0.897 -1.076
C 1.830 -1.338 -2.628
C -0.555 -2.235 1.946
C 2.262 -2.177 -1.448
C 0.160 -3.099 0.900
C -3.215 -0.217 0.817
C 1.663 -2.777 0.793
H -1.197 1.799 0.894
H 2.174 -3.716 0.571
H 0.839 6.344 2.032
H 2.227 -0.326 -2.551
H -5.124 -0.141 3.406
H 0.750 -1.294 -2.726
H -4.924 -3.598 2.106
H -6.230 -4.162 2.655
H -0.321 -3.121 -0.074
H 3.969 -1.764 0.566
H -5.166 0.804 1.925
H 1.325 2.876 0.205
H -4.595 -4.097 -0.134
H -0.414 0.963 -1.958
H -2.317 -2.027 0.349
H -5.808 -0.845 1.941
H -0.681 3.634 -1.990
H 1.973 -2.496 1.797
H 3.342 -0.505 2.371
H 1.254 4.493 3.752
H 0.114 -4.119 1.275
H -4.187 0.230 -0.935
H 0.177 -2.049 2.721
H 2.070 5.724 -3.071
H 1.882 -0.008 1.596
H 3.837 -4.836 -2.582
H 3.395 0.934 1.307
H -3.080 -4.265 -0.138
H -2.064 -0.912 -1.643
H -4.054 -1.400 -0.671
H 5.388 3.640 -3.001
H 2.643 4.053 -2.965
H 1.455 5.554 0.883
H 0.255 0.936 0.623
H 4.747 2.415 -2.367
H 2.139 4.389 4.987
H -1.981 1.392 -1.335
H 4.539 -5.708 -3.618
H -3.056 0.863 0.798
H 1.048 4.399 -3.651
H 0.814 2.679 -2.174
H -0.155 3.715 0.472
H -0.445 -1.156 -1.022
H 3.668 -0.479 -0.558
H 2.212 -1.798 -3.527